The following is a DFT calculation (wB97M-V/def2-TZVPD) of 2 unconnected molecules or ions with the total composition C9H14O.

Last column: Löwdin charge in e.
Cartesian coordinates (Å):
C 1.879 -0.869 -1.368  -0.17
C 1.357 -2.298 -1.262  -0.16
H 1.090 -0.227 -1.743  0.05
H 2.277 -0.507 -0.431  0.04
H 2.745 -0.725 -2.038  0.07
H 0.412 -2.276 -0.726  0.05
H 2.057 -2.987 -0.793  0.06
H 1.071 -2.692 -2.246  0.06
C 1.168 1.018 2.121  -0.05
C -2.116 -0.128 0.685  -0.03
C -1.045 0.054 1.534  -0.06
C -2.169 0.628 -0.483  -0.32
C -0.043 0.959 1.223  -0.30
C -1.257 1.628 -0.764  -0.01
C -0.137 1.701 0.063  -0.06
O -3.192 0.449 -1.400  0.02
H -2.987 -0.723 0.942  0.11
H -1.035 -0.558 2.426  0.11
H -3.830 -0.224 -1.090  0.11
H -1.380 2.327 -1.573  0.12
H 1.036 0.315 2.942  0.07
H 1.311 1.994 2.552  0.07
H 0.701 2.375 -0.145  0.12
H 2.085 0.767 1.574  0.07

## Properties
LUMO energy, eV: 0.87
Energy relative to the best compared isomer or geometry (same formula, charge and spin), kcal per mole: 6.6
2S+1: 1
Charge: 0
Electronic energy, eV: -11607.34982

---

The following is a DFT calculation (wB97M-V/def2-TZVPD) of a single C2H7BClO6P molecule.

Last column: Löwdin charge in e.
Cartesian coordinates (Å):
C 0.497 -2.212 0.411  -0.05
C -0.844 -1.572 0.771  -0.21
O -0.667 -0.387 1.551  0.11
B -0.581 0.831 0.970  -0.82
O -0.031 1.872 1.667  0.20
O -1.100 1.097 -0.315  0.05
P -0.182 1.534 -1.523  0.29
O -0.925 1.658 -2.772  -0.22
O 1.029 0.507 -1.568  -0.13
O 0.501 2.910 -1.034  -0.63
Cl 2.182 2.994 -0.922  0.72
H 0.735 -3.012 1.101  0.07
H 0.455 -2.617 -0.596  0.07
H 1.282 -1.465 0.449  0.08
H -1.389 -2.264 1.406  0.12
H -1.472 -1.397 -0.098  0.12
H -0.214 1.759 2.599  0.12
H 0.725 -0.237 -2.098  0.10

## Properties
LUMO energy, eV: -0.39
Energy relative to the best compared isomer or geometry (same formula, charge and spin), kcal per mole: 0.0
2S+1: 1
Charge: 0
Electronic energy, eV: -36965.11189

---

Kohn-Sham gap: 9.299, 10.429 (eV)
E_HOMO: -8.4, -10.8 (eV)
Strongest force on any atom: 1.43, 1.25 (eV/A)